{"formula": "C31H72IN2O15", "method": "ωB97M-V/def2-TZVPD", "symbols": ["C", "C", "C", "C", "C", "C", "C", "C", "I", "C", "C", "O", "O", "C", "C", "C", "C", "C", "C", "N", "N", "C", "C", "O", "C", "C", "O", "H", "H", "H", "H", "H", "H", "H", "H", "H", "H", "H", "H", "H", "H", "H", "H", "H", "H", "H", "H", "H", "H", "H", "H", "H", "H", "H", "H", "C", "O", "H", "H", "H", "H", "C", "O", "H", "H", "H", "H", "C", "O", "H", "H", "H", "H", "C", "O", "H", "H", "H", "H", "C", "O", "H", "H", "H", "H", "C", "O", "H", "H", "H", "H", "C", "O", "H", "H", "H", "H", "C", "O", "H", "H", "H", "H", "C", "O", "H", "H", "H", "H", "C", "O", "H", "H", "H", "H", "C", "O", "H", "H", "H", "H"], "xyz": [[0.908, 2.027, -3.799], [1.776, 2.507, -2.757], [1.888, 1.727, -1.327], [0.488, 1.018, -0.946], [-0.764, 1.958, -0.760], [-0.740, 3.541, -0.938], [0.348, 4.315, -0.043], [-0.110, 5.882, 0.004], [0.389, 6.671, -2.007], [-2.143, 1.311, -0.404], [-3.493, 2.128, -0.164], [-3.902, 2.424, 0.994], [-4.342, 2.530, -1.255], [-5.591, 1.787, -1.029], [-6.210, 1.468, -2.482], [-7.163, 0.149, -2.486], [-8.721, 0.574, -2.281], [-2.243, -0.250, -0.264], [-0.947, -1.047, -0.492], [0.354, -0.443, -0.795], [1.505, -1.184, -1.001], [1.405, -2.139, -2.142], [2.390, -1.831, -3.387], [0.656, -3.138, -2.208], [2.032, -1.796, 0.235], [3.594, -2.228, 0.211], [1.403, -1.972, 1.304], [1.262, 2.206, -4.880], [-0.062, 1.458, -3.606], [2.386, 3.434, -3.006], [2.746, 0.985, -1.457], [2.213, 2.440, -0.478], [-0.489, 3.744, -2.049], [-1.752, 4.044, -0.754], [1.327, 4.327, -0.661], [0.513, 3.874, 1.001], [-1.226, 6.014, 0.185], [0.552, 6.485, 0.727], [-6.363, 2.370, -0.413], [-5.414, 0.797, -0.479], [-6.808, 2.397, -2.804], [-5.345, 1.306, -3.220], [-6.852, -0.590, -1.651], [-7.044, -0.322, -3.535], [-9.081, 1.259, -3.123], [-9.333, -0.395, -2.323], [-8.878, 1.050, -1.249], [-3.203, -0.817, -0.026], [-1.006, -2.197, -0.418], [1.956, -0.912, -3.930], [2.541, -2.728, -4.070], [3.371, -1.457, -2.898], [3.831, -2.951, 1.058], [3.768, -2.700, -0.815], [4.174, -1.223, 0.350], [6.794, -1.047, 2.563], [5.894, -0.682, 1.524], [6.931, -2.128, 2.549], [7.759, -0.559, 2.400], [6.380, -0.747, 3.528], [5.793, 0.280, 1.561], [5.351, -4.874, 3.552], [6.362, -4.016, 4.067], [4.607, -4.269, 3.033], [5.793, -5.586, 2.848], [4.871, -5.412, 4.372], [7.007, -4.576, 4.521], [0.209, -1.312, -6.508], [-0.114, -0.771, -5.233], [1.143, -0.867, -6.853], [0.333, -2.395, -6.427], [-0.587, -1.080, -7.219], [-0.943, -1.182, -4.955], [-10.521, -1.235, 0.446], [-11.063, -1.074, -0.855], [-9.486, -0.891, 0.442], [-11.097, -0.642, 1.161], [-10.549, -2.291, 0.730], [-11.979, -1.387, -0.823], [0.146, 1.273, 3.139], [-0.108, -0.055, 3.568], [-0.329, 1.966, 3.834], [1.225, 1.456, 3.127], [-0.270, 1.422, 2.138], [0.324, -0.644, 2.936], [-1.363, 3.973, 5.947], [-1.897, 4.108, 4.637], [-0.326, 4.308, 5.941], [-1.937, 4.588, 6.645], [-1.402, 2.925, 6.255], [-2.813, 3.806, 4.671], [4.025, 1.468, 4.116], [5.018, 1.949, 3.220], [3.533, 0.605, 3.666], [4.492, 1.167, 5.057], [3.285, 2.250, 4.301], [5.438, 2.710, 3.641], [9.971, 2.042, 3.604], [9.414, 2.197, 2.307], [11.005, 2.387, 3.589], [9.401, 2.639, 4.321], [9.946, 0.988, 3.890], [8.502, 1.884, 2.352], [-15.353, -0.407, -0.070], [-14.383, -1.215, -0.721], [-15.195, -0.466, 1.007], [-15.247, 0.631, -0.395], [-16.355, -0.772, -0.309], [-14.545, -1.145, -1.671], [8.049, -4.413, 0.807], [8.411, -4.564, 2.171], [8.954, -4.415, 0.200], [7.406, -5.243, 0.502], [7.523, -3.463, 0.668], [7.592, -4.558, 2.688], [4.942, -5.133, -4.883], [4.607, -4.584, -3.616], [5.875, -4.684, -5.225], [5.073, -6.214, -4.794], [4.149, -4.912, -5.602], [3.780, -4.998, -3.336]], "forces_ev_per_angstrom": [[2.4, 1.1, 2.0], [-2.5, -1.8, -2.0], [-0.5, 0.5, -0.4], [-2.3, 0.9, 0.5], [-1.3, -2.9, 0.6], [0.8, -0.3, -0.4], [-0.1, 1.0, -1.0], [0.9, -0.9, 0.4], [-0.4, -0.1, 0.9], [2.3, -2.4, -0.8], [-2.3, 2.3, 3.1], [2.6, -1.8, -4.4], [2.1, -2.2, 2.2], [-2.2, -0.9, -1.1], [0.1, -0.2, 0.4], [-0.5, 1.3, -0.3], [0.7, -1.2, 0.0], [4.2, 1.9, -1.2], [-1.6, 1.8, 0.4], [-4.0, 3.2, 0.2], [-0.1, -1.2, 1.1], [-0.4, -3.4, -3.7], [0.0, 1.3, 1.8], [2.2, 4.0, 1.4], [1.1, -2.0, 3.9], [-1.5, 1.1, -1.0], [1.0, 1.5, -4.1], [-1.2, 0.3, 1.8], [1.9, 0.3, -0.4], [-0.1, -1.8, 0.6], [-1.4, 0.8, 0.2], [-0.8, -1.2, -1.3], [-0.4, -0.3, 1.8], [1.2, -1.3, -0.1], [-1.4, -0.2, 1.4], [-0.4, 0.6, -1.5], [1.6, -0.1, -0.2], [-1.3, -1.0, -1.1], [1.5, -0.6, -0.8], [0.0, 1.4, -0.8], [0.9, -1.5, 0.3], [-1.2, 0.3, 1.2], [-0.4, 1.1, -1.5], [-0.2, 0.5, 1.9], [0.6, -0.8, 1.3], [0.7, 1.6, 0.2], [0.2, -0.6, -1.6], [1.6, 1.0, -0.4], [0.6, 2.2, -0.2], [0.5, -1.5, 0.7], [-0.3, 1.3, 1.1], [-1.4, -0.8, -1.0], [-0.6, 1.2, -1.2], [0.3, 0.7, 1.4], [-0.8, -2.1, -0.4], [0.0, 0.2, 0.1], [-0.2, 0.3, -0.3], [0.0, 0.2, 0.0], [0.1, -0.1, 0.1], [0.2, -0.1, 0.1], [0.0, -0.2, 0.1], [0.0, -0.2, 0.2], [0.2, -0.1, 0.0], [0.1, 0.0, 0.1], [-0.2, -0.1, -0.1], [-0.1, -0.1, -0.2], [-0.2, 0.2, 0.2], [-0.2, -0.1, -0.1], [-0.2, 0.1, 0.3], [-0.1, 0.0, 0.1], [0.1, 0.0, -0.2], [0.1, -0.1, -0.1], [0.2, 0.1, 0.0], [-0.3, -0.1, -0.1], [-0.2, -0.1, -0.1], [-0.1, 0.0, -0.1], [0.1, -0.1, 0.2], [0.1, 0.0, 0.2], [0.1, 0.2, 0.0], [0.1, -0.3, 0.0], [0.0, -0.1, -0.1], [0.0, -0.1, -0.1], [0.0, 0.2, -0.1], [0.0, 0.3, 0.0], [-0.1, -0.1, 0.2], [-0.3, -0.1, 0.0], [-0.1, 0.0, -0.2], [-0.1, 0.0, -0.1], [0.2, -0.1, 0.2], [0.1, 0.0, 0.2], [0.2, 0.1, -0.1], [0.1, 0.1, 0.2], [0.2, 0.1, -0.2], [0.1, 0.1, 0.0], [-0.2, -0.1, 0.1], [-0.1, -0.1, 0.1], [0.0, -0.2, -0.2], [-0.2, -0.1, 0.0], [-0.2, 0.0, -0.2], [-0.1, 0.0, -0.1], [0.2, 0.0, 0.2], [0.1, 0.0, 0.2], [0.2, 0.1, -0.1], [-0.1, 0.1, -0.2], [0.3, -0.2, -0.2], [0.1, -0.1, -0.1], [-0.1, 0.1, 0.2], [-0.1, 0.1, 0.1], [0.1, -0.1, 0.2], [-0.1, 0.0, 0.3], [0.0, -0.2, 0.0], [-0.1, 0.0, 0.1], [0.0, 0.1, -0.3], [0.0, 0.0, -0.3], [0.4, 0.3, -0.2], [-0.2, -0.1, 0.0], [-0.3, 0.2, 0.3], [-0.1, 0.0, 0.1], [0.1, 0.0, -0.2], [0.1, -0.1, -0.2], [0.3, 0.0, 0.0]], "homo_energy_ev": -11.50, "largest_force_ha_per_bohr": 0.1066, "charge": 1, "total_energy_ev": -75087.2975}